No. 1
A cluster of 2 separate species, C4H8N2 in total in a non-equilibrium geometry. Source: OMol25; level of theory: ωB97M-V with the def2-TZVPD basis set.

Bonds (Å) are listed after each position.
CARTESIAN COORDINATES (ANGSTROEM)
1 C 0.397 0.505 -0.739  C2 1.468, C3 1.458, N6 1.369
2 C -0.802 -0.314 -0.528  C1 1.468, C4 1.469, N5 1.410, N6 1.453
3 C 1.262 0.865 0.379  C1 1.458, H8 1.180, H9 1.178, H10 1.089
4 C -1.387 -0.902 0.685  C2 1.469, H11 1.102, H12 1.080, H13 1.118
5 N -1.446 0.137 -1.698  C2 1.410, N6 1.393, H14 1.049
6 N -0.830 1.093 -0.894  C1 1.369, C2 1.453, N5 1.393
7 H 1.125 0.343 -2.046  no bonds
8 H 1.875 1.867 0.269  C3 1.180
9 H 2.111 0.072 0.570  C3 1.178
10 H 0.458 0.898 1.113  C3 1.089
11 H -2.429 -1.227 0.536  C4 1.102
12 H -1.352 -0.110 1.418  C4 1.080
13 H -0.697 -1.752 0.912  C4 1.118
14 H -0.901 -0.164 -2.542  N5 1.049

Properties
**Kohn-Sham gap**: 10.82 eV
**LUMO level**: 1.117 eV

No. 2
The molecule C4H8N2 in a non-equilibrium geometry. Source: OMol25; level of theory: ωB97M-V with the def2-TZVPD basis set.

Bonds (Å) are listed after each position.
CARTESIAN COORDINATES (ANGSTROEM)
1 C -0.374 -1.027 -2.757  N2 1.276, H7 1.038, H8 1.088
2 N 0.068 -1.581 -1.695  C1 1.276, N3 1.518
3 N 0.946 -0.841 -0.703  N2 1.518, C4 1.286
4 C 0.470 -0.252 0.336  N3 1.286, C5 1.479, C6 1.572
5 C 1.391 0.300 1.353  C4 1.479, H9 1.110, H10 1.080, H11 1.153
6 C -1.031 0.187 0.498  C4 1.572, H12 1.120, H13 1.109, H14 1.116
7 H -1.008 -1.478 -3.444  C1 1.038
8 H -0.033 -0.024 -3.007  C1 1.088
9 H 2.422 -0.109 1.296  C5 1.110
10 H 1.010 0.030 2.327  C5 1.080
11 H 1.237 1.410 1.086  C5 1.153
12 H -0.849 1.187 0.967  C6 1.120
13 H -1.589 0.244 -0.458  C6 1.109
14 H -1.478 -0.702 1.002  C6 1.116

Properties
**Kohn-Sham gap**: 10.11 eV
**SMILES**: C=NN=C(C)C
**LUMO level**: 0.973 eV

No. 3
The molecule C4H8N2. Source: OMol25; level of theory: ωB97M-V with the def2-TZVPD basis set.

Bonds (Å) are listed after each position.
CARTESIAN COORDINATES (ANGSTROEM)
1 C -0.784 1.278 1.329  N2 1.447, C3 1.492, H7 1.086, H8 1.096
2 N -0.017 0.193 1.903  C1 1.447, C3 1.450, H9 1.015
3 C 0.338 0.650 0.573  C1 1.492, N2 1.450, C4 1.526, H10 1.095
4 C -0.094 -0.154 -0.651  C3 1.526, C5 1.490, N6 1.471, H11 1.078
5 C 0.899 -0.740 -1.594  C4 1.490, N6 1.455, H12 1.086, H13 1.092
6 N 0.210 -1.592 -0.636  C4 1.471, C5 1.455, H14 1.017
7 H -0.650 2.218 1.858  C1 1.086
8 H -1.778 1.144 0.888  C1 1.096
9 H -0.444 -0.725 1.954  N2 1.015
10 H 1.305 1.162 0.544  C3 1.095
11 H -1.078 0.115 -0.999  C4 1.078
12 H 1.952 -0.589 -1.376  C5 1.086
13 H 0.668 -0.883 -2.652  C5 1.092
14 H -0.529 -2.077 -1.139  N6 1.017

Properties
**Kohn-Sham gap**: 10.38 eV
**SMILES**: C1N[C@H]1[C@H]1CN1
**LUMO level**: 1.092 eV

No. 4
The molecule C4H8N2 in a non-equilibrium geometry. Source: OMol25; level of theory: ωB97M-V with the def2-TZVPD basis set.

Bonds (Å) are listed after each position.
CARTESIAN COORDINATES (ANGSTROEM)
1 C -2.814 -0.245 -1.514  C2 1.308, H7 1.079, H8 1.088
2 C -2.280 -0.057 -0.335  C1 1.308, N3 1.241
3 N -1.540 0.081 0.651  C2 1.241, N4 1.492
4 N -0.171 0.114 0.061  N3 1.492, C5 1.474, H9 1.012
5 C 0.935 0.497 0.958  N4 1.474, C6 1.541, H10 1.092, H11 1.099
6 C 2.283 -0.026 0.425  C5 1.541, H12 1.095, H13 1.099, H14 1.099
7 H -3.062 -1.269 -1.745  C1 1.079
8 H -3.021 0.561 -2.216  C1 1.088
9 H -0.021 -0.858 -0.176  N4 1.012
10 H 0.782 0.090 1.959  C5 1.092
11 H 0.990 1.592 1.025  C5 1.099
12 H 2.519 0.371 -0.568  C6 1.095
13 H 2.305 -1.123 0.371  C6 1.099
14 H 3.095 0.273 1.104  C6 1.099

Properties
**Kohn-Sham gap**: 10.16 eV
**SMILES**: C=C=NNCC
**LUMO level**: 1.094 eV

No. 5
The molecule C4H8N2 in a non-equilibrium geometry. Source: OMol25; level of theory: ωB97M-V with the def2-TZVPD basis set.

Bonds (Å) are listed after each position.
CARTESIAN COORDINATES (ANGSTROEM)
1 C -2.580 0.535 0.052  C2 1.350, H7 1.101, H8 1.096
2 C -1.693 -0.475 -0.070  C1 1.350, N3 1.394, H9 1.089
3 N -0.301 -0.409 -0.058  C2 1.394, C4 1.388, H10 1.004
4 C 0.400 0.787 -0.113  N3 1.388, N5 1.261, H11 1.086
5 N 1.649 0.940 -0.048  C4 1.261, C6 1.456
6 C 2.465 -0.261 0.059  N5 1.456, H12 1.118, H13 1.138, H14 1.111
7 H -2.324 1.593 0.218  C1 1.101
8 H -3.623 0.197 0.066  C1 1.096
9 H -2.014 -1.516 -0.092  C2 1.089
10 H 0.245 -1.252 -0.052  N3 1.004
11 H -0.277 1.635 -0.161  C4 1.086
12 H 2.261 -0.786 1.024  C6 1.118
13 H 2.248 -0.977 -0.799  C6 1.138
14 H 3.545 -0.011 -0.026  C6 1.111

Properties
**Kohn-Sham gap**: 9.37 eV
**SMILES**: C=CN/C=N\C
**LUMO level**: 0.886 eV

No. 6
The ion C4H8N2 with charge +2 in a non-equilibrium geometry. Source: OMol25; level of theory: ωB97M-V with the def2-TZVPD basis set.

Bonds (Å) are listed after each position.
CARTESIAN COORDINATES (ANGSTROEM)
1 C -1.320 1.104 0.124  C2 1.416, H7 1.078, H8 1.215, H9 1.197
2 C -0.691 -0.163 0.061  C1 1.416, N3 1.388, N4 1.394
3 N -1.310 -1.405 0.045  C2 1.388, H10 1.004, H11 1.005
4 N 0.694 -0.304 0.133  C2 1.394, C5 1.266, C6 1.532
5 C 1.825 -0.873 0.148  N4 1.266, C6 1.462, H12 1.143
6 C 1.936 0.566 -0.083  N4 1.532, C5 1.462, H13 1.179, H14 1.065
7 H -0.616 1.791 0.564  C1 1.078
8 H -1.562 1.424 -1.023  C1 1.215
9 H -2.451 1.077 0.513  C1 1.197
10 H -2.297 -1.352 -0.126  N3 1.004
11 H -0.896 -2.316 -0.057  N3 1.005
12 H 2.306 -1.910 0.128  C5 1.143
13 H 2.318 1.414 0.643  C6 1.179
14 H 2.062 0.945 -1.070  C6 1.065

Properties
**Kohn-Sham gap**: 9.84 eV
**SMILES**: CC(=[NH2+])[N+]1=CC1
**Net charge**: +2
**LUMO level**: -11.848 eV

No. 7
The ion C4H8N2 with charge +2 in a non-equilibrium geometry. Source: OMol25; level of theory: ωB97M-V with the def2-TZVPD basis set.

Bonds (Å) are listed after each position.
CARTESIAN COORDINATES (ANGSTROEM)
1 C 2.596 1.330 -0.050  C2 1.377, H7 1.024, H8 1.154, H9 1.034
2 C 1.538 0.510 0.271  C1 1.377, N3 1.350, C4 1.477
3 N 1.099 -0.578 0.939  C2 1.350, C4 1.311
4 C 0.147 0.014 0.261  C2 1.477, N3 1.311, C5 1.520
5 C -1.333 0.052 -0.084  C4 1.520, N6 1.487, H10 1.082, H11 1.170
6 N -1.965 -1.099 0.614  C5 1.487, H12 1.025, H13 1.034, H14 1.053
7 H 2.490 2.021 -0.799  C1 1.024
8 H 3.574 0.770 0.198  C1 1.154
9 H 2.643 1.886 0.821  C1 1.034
10 H -1.395 0.211 -1.153  C5 1.082
11 H -1.937 1.012 0.202  C5 1.170
12 H -2.847 -1.522 0.306  N6 1.025
13 H -2.065 -0.717 1.569  N6 1.034
14 H -1.271 -1.891 0.628  N6 1.053

Properties
**Kohn-Sham gap**: 11.19 eV
**SMILES**: CC1=[N+]=C1C[NH3+]
**Net charge**: +2
**LUMO level**: -9.703 eV

No. 8
The molecule C4H8N2O in a non-equilibrium geometry. Source: OMol25; level of theory: ωB97M-V with the def2-TZVPD basis set.

Bonds (Å) are listed after each position.
CARTESIAN COORDINATES (ANGSTROEM)
1 C 1.349 -1.151 -0.230  N2 1.449, H8 1.099, H9 1.093, H10 1.090
2 N 0.195 -0.539 0.395  C1 1.449, C3 1.784, C6 1.364
3 C -1.499 -1.036 0.137  N2 1.784, O4 1.376, H11 1.093, H12 1.093
4 O -2.130 0.033 -0.458  C3 1.376, C5 1.397
5 C -1.353 1.085 0.034  O4 1.397, C6 1.378, H13 1.075
6 C -0.016 0.794 0.191  N2 1.364, C5 1.378, N7 1.388
7 N 1.022 1.688 -0.035  C6 1.388, H14 1.008, H15 1.010
8 H 1.370 -1.016 -1.320  C1 1.099
9 H 2.264 -0.716 0.180  C1 1.093
10 H 1.363 -2.216 0.005  C1 1.090
11 H -1.393 -1.889 -0.539  C3 1.093
12 H -1.916 -1.268 1.120  C3 1.093
13 H -1.829 2.049 0.055  C5 1.075
14 H 0.736 2.654 -0.072  N7 1.008
15 H 1.838 1.528 0.538  N7 1.010

Properties
**Kohn-Sham gap**: 7.90 eV
**SMILES**: CN1COC=C1N
**LUMO level**: 0.994 eV

- Kohn-Sham gap of number 8 (C4H8N2O)?
  7.90 eV